Entry from OMol25: a structure of composition C14H15F9MoNOS (ωB97M-V/def2-TZVPD).

The geometry in XYZ format:
```
42
Properties=species:S:1:pos:R:3:lowdin_spin:R:1
Mo 0.126 0.541 -0.077 1.791
F 4.742 -1.926 -0.442 -0.001
C 4.702 -1.510 0.829 -0.001
F 5.518 -2.284 1.546 0.000
F 5.179 -0.259 0.862 -0.001
C 3.292 -1.556 1.367 0.002
C 2.952 -2.323 2.466 0.014
C 1.647 -2.335 2.951 0.000
C 0.698 -1.568 2.317 0.009
N 1.035 -0.836 1.245 0.013
C 2.285 -0.815 0.758 0.035
S 2.389 0.240 -0.658 0.002
H 3.715 -2.917 2.952 0.001
H 1.378 -2.934 3.809 0.000
H -0.334 -1.519 2.631 0.001
C -2.101 3.210 -0.211 0.005
C -0.599 2.954 -0.140 0.021
C 0.230 4.222 -0.321 0.001
C -0.202 2.144 1.089 -0.005
H -2.378 3.666 -1.160 0.001
H -2.398 3.889 0.589 0.001
H -2.670 2.286 -0.106 0.000
H -0.345 2.333 -1.072 0.007
H 0.033 4.901 0.509 0.000
H -0.027 4.734 -1.247 0.001
H 1.297 3.997 -0.333 0.000
H -0.947 2.055 1.879 0.008
H 0.786 2.398 1.490 0.001
C -3.531 -1.025 -1.506 -0.001
C -2.023 -1.153 -1.512 0.012
O -1.437 -0.006 -0.941 0.068
C -1.587 -2.385 -0.690 0.004
F -0.252 -2.559 -0.728 0.005
F -1.911 -2.172 0.606 0.002
F -2.164 -3.507 -1.076 0.002
C -1.479 -1.241 -2.960 0.001
F -1.970 -0.238 -3.689 0.000
F -1.816 -2.393 -3.533 0.000
F -0.142 -1.134 -2.978 0.002
H -3.889 -0.995 -0.479 0.000
H -3.990 -1.870 -2.016 0.000
H -3.812 -0.108 -2.018 0.000
```

- Total charge: +1
- Expectation value of S²: 2.02
- Total energy: -2037.475205 a.u.
- HOMO energy (alpha / beta): -12.4061 / -12.8974 eV
- 2S+1: 3
- Largest force on an atom: 0.71 eV/Å